Below is the molecule CH4N2O, with properties calculated with wB97M-V/def2-TZVPD.

The value obtained for the energy relative to the best compared isomer or geometry (same formula, charge and spin) is 335.6 kJ/mol. Its SMILES is [H]/N=C/ON. Its total energy is -225.1642 Ha.

XYZ file:
```
8
CH4N2O wB97M-V/def2-TZVPD
C -0.904 0.758 -0.327
H -2.611 0.327 -0.787
N 1.425 0.868 -0.184
H 1.996 1.673 0.029
O 0.119 0.838 0.510
H -0.507 0.901 -1.445
H 1.853 0.014 0.073
N -2.071 0.554 0.036
```

---

Below is a cluster of 2 separate species, C4H13NO3 in total, with properties calculated with wB97M-V/def2-TZVPD.

The value obtained for the energy relative to the best compared isomer or geometry (same formula, charge and spin) is 233.3 kJ/mol. Its SMILES is OCCCNCO.O. Its total energy is -440.6263 Ha.

XYZ file:
```
21
C4H13NO3 wB97M-V/def2-TZVPD
N 0.274 0.484 0.626
H -1.701 2.113 1.520
H -1.087 -0.443 2.268
C -0.313 -0.413 -0.395
H 0.249 3.320 0.941
C 0.621 -0.598 -1.654
O 0.718 -3.044 -1.347
C 1.476 -1.841 -1.368
H -0.052 -0.707 -2.504
C -0.560 0.422 1.833
H 2.080 -1.990 -2.266
H -0.476 -1.382 0.118
H 1.256 0.264 0.756
H 0.401 -3.300 -0.467
H -0.355 2.626 -0.294
H 1.264 0.271 -1.747
H 0.079 0.795 2.643
O -0.517 3.325 0.334
H 2.156 -1.712 -0.527
H -1.295 -0.191 -0.789
O -1.737 1.153 1.610
```

---

Below is a cluster of 14 separate species, C44H124N8O20 in total, with properties calculated with wB97M-V/def2-TZVPD.

The value obtained for the energy relative to the best compared isomer or geometry (same formula, charge and spin) is 6.2 kJ/mol. Its total energy is -3693.4124 Ha.

XYZ file:
```
196
C44H124N8O20 wB97M-V/def2-TZVPD
H -0.602 0.862 -4.731
O 3.347 1.815 -1.740
H 2.669 2.089 3.804
H 1.292 -0.862 -5.210
H 1.899 -2.025 4.600
H 2.529 -4.381 3.306
H -0.479 -6.346 1.923
H -3.583 -0.223 -8.237
C -1.741 -5.574 3.205
H -1.304 0.983 2.738
H 4.153 -3.358 4.884
H -2.243 0.178 -4.970
O 3.499 -2.297 2.214
H 4.107 -0.566 2.692
C 2.190 -4.120 5.283
H -0.262 5.942 7.832
N 2.105 0.248 0.606
H -0.793 -1.555 5.808
C -1.210 -0.048 -4.689
O 0.034 4.862 6.104
C -0.702 -1.855 4.748
H -0.198 4.096 7.960
H 0.575 1.052 -1.589
H 2.757 -0.365 0.133
H 3.844 0.094 -2.833
H 0.621 -3.576 1.884
H -4.675 -4.278 -3.740
C 4.965 3.063 1.027
C -3.918 3.469 5.146
H 0.668 -2.642 -3.669
H 2.725 -2.079 1.657
H 2.683 -2.322 -3.414
C 2.698 1.089 4.234
H -0.762 0.025 -1.219
H -0.828 4.239 -2.800
H -2.095 1.315 4.735
O -3.141 -5.406 -4.495
H 0.202 0.308 -7.064
C -3.715 -4.139 -4.215
H -0.695 2.523 -2.935
O 1.271 -2.307 0.521
H -2.526 0.857 1.324
H -1.844 -4.918 -2.167
H -1.905 3.074 0.695
O 2.682 0.588 -5.084
H 2.324 1.109 5.263
C 0.348 -1.325 0.930
H 3.922 2.942 2.856
H -4.572 3.958 5.868
H -1.890 -3.066 -3.484
H -4.396 -2.389 -2.010
C 2.571 1.417 -3.945
N 2.184 -4.962 4.062
C 3.744 1.177 -2.960
H 5.557 -1.271 1.019
C -3.352 2.733 -1.630
N -3.776 -2.207 -2.762
H 1.657 1.125 -3.428
H 2.944 -4.876 -3.604
O -2.241 -7.453 4.673
H 2.279 1.207 0.192
H -1.192 -4.600 3.192
H -6.440 1.127 -1.663
H 4.282 -0.336 4.902
N 0.579 -1.616 -5.188
H 0.417 3.489 2.551
C -5.439 1.387 -2.019
O 4.628 0.203 2.952
O 4.825 1.735 0.592
H -4.285 0.519 6.729
O 0.897 -3.246 -2.968
O 4.211 -4.169 -2.111
H 5.130 -3.587 1.891
H -5.178 1.836 4.816
C 2.256 -3.095 -2.707
H 2.136 0.405 2.527
H -2.300 3.187 -7.754
N -5.688 3.673 -1.282
H -0.275 -3.662 0.435
H -3.291 2.800 -2.720
C -0.976 3.742 -5.366
N 1.552 5.566 3.777
C -3.147 1.091 4.494
H -2.177 -3.477 -1.219
C 0.741 -3.558 0.798
H 2.506 2.477 -4.212
H 0.937 -2.313 -5.855
H -1.673 4.495 -8.473
H 2.826 3.136 1.420
C -2.831 -0.726 -7.700
C -0.198 3.823 3.390
H -2.328 -0.448 2.466
C -0.683 -1.080 -5.676
H -4.900 0.440 -2.070
C 2.927 -4.400 -2.620
H 2.323 -5.031 -1.968
C -4.182 1.949 5.264
C 4.174 0.527 4.283
O -2.759 3.880 -1.081
N -1.771 4.046 -7.562
H -0.351 -6.834 4.424
C -1.675 3.602 -0.217
H 0.026 5.792 -6.838
H -1.181 -0.490 -3.716
H 3.674 -3.242 6.630
C -0.519 5.659 5.105
H 4.033 1.547 -1.111
H 4.764 -4.955 -2.105
H -0.648 -1.667 0.612
C -1.366 -6.421 4.503
H -3.337 1.901 7.126
H -1.376 4.582 0.167
H 4.085 -2.145 -1.095
H -0.390 5.873 2.992
O -1.812 0.218 -7.441
O -3.338 1.185 3.105
H -2.894 3.716 5.405
H 3.085 1.072 -5.809
C -0.544 4.981 7.392
H -3.538 -4.605 -1.525
H 0.776 3.478 -2.618
H -0.023 3.217 4.282
H -1.270 3.678 3.177
H -5.276 4.429 -0.748
O -1.445 -6.418 2.012
C 0.321 0.081 -1.166
H -1.649 4.993 7.386
H -1.358 4.723 -5.096
H -3.358 0.053 4.836
H -0.306 6.733 5.313
C -2.939 -3.358 -3.167
C 3.663 -3.851 5.708
C -2.123 -5.317 -5.469
C -2.292 0.639 2.378
H -4.793 2.317 -0.108
C -2.654 -4.159 -1.915
H -2.434 -1.546 -8.344
H -0.050 2.772 -7.084
C -0.195 3.462 -3.151
O 4.338 -1.356 -0.585
C 1.405 -2.796 5.200
H -5.893 4.049 -2.227
H 1.706 6.552 4.043
H -3.795 -3.618 -5.108
H 4.799 1.121 1.349
H -1.602 5.446 5.056
H -4.108 3.746 4.102
H 1.885 5.044 4.599
C 3.828 3.430 1.882
C -4.799 2.499 -1.187
C 0.127 5.273 3.772
H -2.743 1.845 -1.339
C 0.665 0.050 0.323
H -5.641 1.664 -3.069
H 1.425 4.829 -6.574
C 0.483 4.885 -7.122
H -2.183 -7.884 3.804
H -2.541 -4.824 -6.328
H -1.768 2.983 -5.270
O 0.118 3.457 -4.569
H -1.830 -6.359 -5.684
H 4.856 3.599 0.090
H 4.230 -4.758 5.956
N -4.173 1.514 6.647
C -0.523 3.762 -6.836
H -0.823 3.087 -0.703
C 5.129 -2.035 0.387
H 1.274 -2.388 6.201
C 4.386 -3.028 1.297
H -1.338 -4.655 -5.088
O 1.817 0.329 3.452
H 0.633 4.940 -8.199
H 5.947 3.230 1.483
H -0.397 -1.009 4.106
O 3.926 4.807 2.064
H 1.217 -5.127 3.969
H -0.367 -1.021 -7.960
C -0.628 -0.405 -7.090
H 3.793 -3.779 0.756
H -2.814 -5.399 3.021
H 4.700 1.534 -3.377
H 0.814 -0.769 -1.648
H 0.374 -1.289 2.025
H -3.256 -1.132 -6.779
H 1.435 -4.346 0.452
H 3.162 5.052 2.558
H -1.488 -5.745 5.360
H -4.265 -1.767 -3.558
H 2.447 -2.606 -1.741
H 0.173 0.775 0.960
H 4.822 1.346 4.574
O 0.128 -3.028 4.685
H -1.704 -2.130 4.486
H 1.578 -4.764 5.947
H 5.970 -2.479 -0.145
H -1.435 -1.885 -5.816
```

---

Below is the molecule C3H8N2O2, with properties calculated with wB97M-V/def2-TZVPD.

The value obtained for the energy relative to the best compared isomer or geometry (same formula, charge and spin) is 150.8 kJ/mol. Its SMILES is NC(=O)CNCO. Its total energy is -379.0836 Ha.

XYZ file:
```
15
C3H8N2O2 wB97M-V/def2-TZVPD
H 0.782 1.536 -0.420
H 1.406 -0.672 -1.988
C 0.999 -1.407 -1.269
N -0.901 2.137 1.436
H -0.165 2.807 1.443
H -0.417 0.855 -1.378
C -1.066 1.057 0.627
H 2.119 -1.972 0.108
C 0.026 0.734 -0.374
N 0.433 -0.627 -0.231
O 2.149 -2.157 -0.824
H 0.336 -2.028 -1.873
H -1.539 2.111 2.218
H 0.109 -1.111 0.585
O -2.096 0.408 0.674
```

---

Below is the molecule C6H13N3, with properties calculated with wB97M-V/def2-TZVPD.

The value obtained for the energy relative to the best compared isomer or geometry (same formula, charge and spin) is 142.0 kJ/mol. Its SMILES is C/N=C(\N)C(N)=C(C)C. Its total energy is -400.6389 Ha.

XYZ file:
```
22
C6H13N3 wB97M-V/def2-TZVPD
H -1.317 2.323 -0.507
H 0.848 -1.193 1.987
H 3.641 -0.174 -0.317
N 1.411 -0.562 1.439
H -3.281 0.962 0.150
H -0.058 -2.736 0.379
N -0.717 -1.993 0.559
H -0.070 1.505 -1.452
H -2.784 -0.378 1.211
C 0.956 -0.203 0.192
C 3.022 0.725 -0.454
C -1.305 0.200 -0.259
C -0.418 -0.815 -0.146
N 1.639 0.395 -0.695
H 2.402 -0.593 1.602
H -1.738 1.415 -1.956
H -1.696 -2.239 0.542
C -1.083 1.430 -1.085
C -2.733 0.014 0.194
H 3.391 1.252 -1.336
H -3.263 -0.707 -0.471
H 3.152 1.374 0.422
```